1.
{
  "formula": "C16H58F6N29O19S2",
  "method": "ωB97M-V with the def2-TZVPD basis set",
  "de_lowest_kcal_mol": 5.85,
  "charge": -1,
  "energy_ev": -137638.8544,
  "gap_ha": 0.30541,
  "e_homo_ha": -0.2605,
  "lumo_ha": 0.045,
  "species": ["C", "F", "F", "F", "S", "O", "O", "N", "S", "O", "O", "C", "F", "F", "F", "O", "H", "H", "C", "O", "N", "N", "H", "H", "H", "H", "C", "O", "N", "N", "H", "H", "H", "H", "C", "O", "N", "N", "H", "H", "H", "H", "C", "O", "N", "N", "H", "H", "H", "H", "C", "O", "N", "N", "H", "H", "H", "H", "C", "O", "N", "N", "H", "H", "H", "H", "C", "O", "N", "N", "H", "H", "H", "H", "C", "O", "N", "N", "H", "H", "H", "H", "C", "O", "N", "N", "H", "H", "H", "H", "C", "O", "N", "N", "H", "H", "H", "H", "C", "O", "N", "N", "H", "H", "H", "H", "C", "O", "N", "N", "H", "H", "H", "H", "C", "O", "N", "N", "H", "H", "H", "H", "C", "O", "N", "N", "H", "H", "H", "H"],
  "xyz": [[2.626, 0.199, -0.307], [2.350, 1.430, 0.100], [3.576, 0.048, -1.231], [2.897, -0.546, 0.754], [1.049, -0.410, -1.075], [0.821, 0.275, -2.324], [1.195, -1.828, -1.245], [-0.038, 0.024, 0.195], [-0.802, -1.317, 0.433], [-1.374, -1.988, -0.716], [-0.177, -2.201, 1.397], [-2.417, -0.674, 1.399], [-3.344, -1.586, 1.148], [-2.151, -0.665, 2.709], [-2.844, 0.495, 0.936], [1.893, 0.326, 3.673], [1.560, 1.154, 4.030], [1.798, 0.415, 2.720], [-5.173, -3.571, 4.041], [-5.614, -2.982, 5.031], [-5.847, -4.371, 3.199], [-3.859, -3.524, 3.738], [-6.732, -4.774, 3.448], [-5.444, -4.692, 2.331], [-3.509, -4.089, 2.985], [-3.267, -2.859, 4.207], [-4.437, -5.338, -0.559], [-5.178, -5.291, 0.407], [-3.196, -4.835, -0.688], [-4.853, -5.900, -1.754], [-2.778, -4.997, -1.585], [-2.769, -4.419, 0.122], [-5.789, -6.255, -1.648], [-4.394, -5.668, -2.614], [-2.257, 2.817, -3.481], [-2.437, 2.053, -4.428], [-2.458, 4.147, -3.579], [-1.827, 2.476, -2.246], [-2.626, 4.612, -4.452], [-2.324, 4.692, -2.746], [-1.555, 1.531, -2.032], [-1.602, 3.202, -1.592], [0.584, -0.548, -6.135], [-0.108, -0.373, -7.129], [0.432, 0.193, -5.014], [1.630, -1.406, -6.088], [0.928, 0.024, -4.146], [-0.304, 0.884, -5.020], [2.283, -1.167, -5.340], [2.009, -1.912, -6.866], [-4.107, 3.993, 2.040], [-5.279, 3.654, 1.923], [-3.110, 3.146, 2.364], [-3.668, 5.253, 1.846], [-2.198, 3.570, 2.293], [-3.188, 2.164, 2.543], [-4.379, 5.936, 1.650], [-2.721, 5.358, 1.517], [1.005, -5.649, -0.101], [0.350, -6.283, 0.728], [1.327, -4.354, 0.024], [1.429, -6.229, -1.269], [1.460, -3.733, -0.761], [0.924, -3.866, 0.811], [1.473, -5.539, -2.007], [0.867, -7.050, -1.431], [-0.356, -4.669, -3.996], [0.620, -5.376, -4.207], [-0.383, -3.306, -4.191], [-1.451, -5.137, -3.385], [-1.274, -2.888, -3.986], [0.476, -2.880, -3.881], [-2.287, -4.583, -3.383], [-1.266, -6.090, -3.109], [4.496, -0.301, -4.082], [3.367, -0.800, -4.114], [4.722, 0.986, -4.363], [5.631, -1.008, -3.993], [3.887, 1.503, -4.616], [5.642, 1.382, -4.335], [6.502, -0.537, -3.833], [5.485, -1.997, -3.867], [-0.184, 3.471, 1.300], [-0.346, 4.436, 2.050], [-0.011, 3.358, -0.065], [0.045, 2.275, 1.823], [0.049, 2.386, -0.306], [0.148, 4.162, -0.647], [0.103, 2.296, 2.829], [0.074, 1.410, 1.271], [-1.842, 1.139, 6.567], [-0.693, 0.943, 6.157], [-2.156, 1.920, 7.603], [-2.935, 0.626, 5.991], [-1.470, 2.285, 8.240], [-3.117, 2.151, 7.778], [-3.814, 0.461, 6.447], [-2.850, 0.411, 5.011], [4.768, 3.534, 3.951], [5.945, 3.672, 4.247], [3.751, 3.885, 4.780], [4.288, 2.915, 2.850], [3.968, 4.155, 5.724], [2.954, 3.283, 4.655], [5.054, 2.636, 2.259], [3.307, 2.931, 2.643], [3.341, 5.255, -0.189], [2.483, 5.602, 0.599], [3.307, 4.064, -0.853], [4.381, 5.993, -0.649], [2.578, 3.386, -0.734], [3.941, 4.044, -1.629], [4.380, 6.976, -0.436], [4.939, 5.681, -1.421], [2.250, 3.485, -4.679], [2.449, 4.673, -4.865], [2.378, 2.567, -5.642], [1.759, 2.990, -3.512], [2.833, 2.906, -6.475], [1.962, 1.650, -5.734], [1.419, 3.666, -2.851], [1.460, 2.028, -3.496], [-0.343, -2.855, 4.959], [-1.352, -3.323, 5.483], [0.498, -3.593, 4.205], [0.157, -1.609, 5.107], [0.069, -4.451, 3.894], [1.296, -3.157, 3.785], [0.944, -1.319, 4.553], [-0.306, -0.880, 5.632]],
  "forces_ev_per_angstrom": [[-1.4, -1.6, -0.6], [1.2, 0.6, -0.2], [-0.1, 1.0, 0.8], [0.3, 0.2, -0.1], [-0.8, -0.4, 0.1], [0.0, 1.1, 1.3], [0.6, 0.4, 0.4], [2.6, -0.2, -3.4], [-3.8, -2.7, 2.5], [0.1, 0.9, 0.1], [0.1, 0.8, -0.2], [1.6, -1.3, -1.2], [-0.1, 0.1, 0.2], [-0.3, 0.6, -0.3], [0.2, 0.1, 0.5], [0.2, 0.1, -0.1], [-0.1, -0.1, 0.2], [0.0, -0.1, -0.1], [0.6, 0.4, 1.4], [-0.5, -0.3, -0.6], [-1.3, -0.8, -0.7], [0.6, 0.4, -0.5], [0.0, 0.4, 0.2], [0.0, 0.0, 0.0], [0.3, 0.1, 0.1], [0.1, -0.4, 0.1], [-0.2, 0.2, -1.2], [0.3, -0.2, 0.4], [-0.4, 0.0, 0.7], [-0.5, -0.4, 1.2], [0.9, 0.3, 0.8], [0.5, 0.1, -0.4], [0.0, 0.0, -0.9], [-0.5, -0.2, -0.2], [-0.1, -0.8, -1.4], [0.4, 0.1, 0.7], [-0.1, 1.2, 0.3], [0.2, -0.5, 0.4], [-0.1, -0.3, 0.0], [-0.1, 0.3, -0.3], [-0.1, 0.0, -0.1], [0.0, -0.3, 0.2], [0.0, -0.1, -2.0], [-0.3, -0.1, 0.0], [0.0, 0.9, 0.9], [0.9, -0.1, 1.2], [-0.3, -0.3, -0.5], [-0.3, -0.2, 0.1], [0.0, -0.7, -0.4], [-0.6, 0.2, -0.3], [-1.6, -1.6, -0.2], [0.1, 0.3, 0.4], [1.3, 0.3, 0.1], [0.3, 1.0, -0.1], [0.2, -0.5, 0.6], [-0.5, 0.1, -0.3], [0.2, 0.0, -0.3], [-0.1, 0.5, 0.2], [-1.2, -0.9, 0.4], [0.6, 0.3, 0.0], [0.3, 1.3, 0.7], [0.0, 0.1, 0.0], [0.1, -0.4, 0.0], [-0.1, -0.1, 0.0], [0.1, -0.6, -0.6], [0.2, 0.0, -0.5], [1.4, 1.3, 0.2], [-0.1, 0.1, 0.1], [0.1, -0.7, -0.6], [-0.2, -1.2, -0.1], [0.4, 0.7, 0.3], [-0.2, 0.5, -0.4], [-0.2, -0.5, 0.2], [-1.3, -0.1, 0.0], [-0.4, -0.1, -1.4], [0.7, 0.2, 0.9], [-0.9, 1.1, 0.3], [0.1, -1.3, 0.5], [0.5, 0.4, 0.0], [-0.2, 0.2, -0.2], [0.1, -0.4, 0.0], [0.6, 0.1, 0.2], [1.6, 1.0, 0.2], [-0.6, 0.2, -1.6], [-0.9, 1.1, 0.7], [0.1, -1.8, 1.8], [0.2, 0.3, -1.1], [0.0, -0.2, -0.1], [-0.4, -0.5, -0.1], [0.0, 0.4, 0.7], [0.9, -0.1, -0.3], [-0.4, 0.4, 0.2], [0.0, 1.0, 1.7], [-0.6, -0.7, -1.6], [0.1, -0.2, -0.2], [0.1, 0.0, 0.0], [0.1, 0.1, 0.0], [-0.1, -0.5, 0.2], [0.3, -0.3, 1.3], [-0.1, 0.2, -0.7], [-0.9, 0.3, 0.5], [1.4, -0.1, -0.4], [0.1, -0.1, -0.1], [-0.3, 0.3, 0.5], [-0.7, -0.2, -0.6], [0.2, 0.0, -0.6], [-1.3, -0.5, -0.6], [0.5, 0.2, 0.3], [0.6, -0.3, -0.1], [0.6, 1.3, 0.6], [0.1, 0.2, 0.0], [-0.4, -0.9, -0.3], [0.1, -0.1, 0.0], [0.0, 0.1, 0.0], [-1.7, 0.8, 0.5], [0.7, 0.3, 0.2], [1.5, -0.9, -2.1], [0.3, -0.2, 0.4], [-0.2, 0.1, 0.0], [-0.4, 0.1, 0.6], [-0.1, -0.2, 0.0], [-0.2, 0.1, 0.4], [0.3, 0.4, 0.7], [0.0, 0.5, -0.3], [-0.3, -1.4, -0.2], [-0.4, 0.7, 0.5], [0.7, -0.1, -0.4], [-0.1, -0.4, -0.4], [-0.2, 0.2, 0.0], [-0.1, -0.1, 0.0]],
  "lowdin_charge": [-0.66, 0.12, 0.16, 0.17, 0.69, -0.30, -0.30, -0.31, 0.58, -0.31, -0.31, -0.62, 0.14, 0.12, 0.13, -0.03, 0.03, 0.01, -0.70, -0.01, 0.16, 0.16, 0.10, 0.04, 0.09, 0.07, -0.66, 0.03, 0.19, 0.14, 0.05, 0.11, 0.10, 0.08, -0.69, 0.02, 0.15, 0.17, 0.11, 0.09, 0.09, 0.05, -0.71, 0.01, 0.15, 0.16, 0.04, 0.09, 0.03, 0.11, -0.71, 0.01, 0.17, 0.15, 0.04, 0.08, 0.10, 0.08, -0.70, 0.00, 0.17, 0.15, 0.06, 0.06, 0.06, 0.10, -0.69, 0.02, 0.17, 0.15, 0.10, 0.09, 0.09, 0.12, -0.68, -0.01, 0.18, 0.17, 0.07, 0.11, 0.10, 0.12, -0.68, 0.02, 0.16, 0.15, 0.05, 0.11, 0.11, 0.03, -0.69, 0.00, 0.16, 0.18, 0.11, 0.10, 0.11, 0.10, -0.70, 0.02, 0.15, 0.16, 0.10, 0.08, 0.11, 0.08, -0.69, 0.04, 0.15, 0.15, 0.05, 0.08, 0.11, 0.09, -0.72, 0.02, 0.15, 0.18, 0.12, 0.08, 0.09, 0.05, -0.70, 0.00, 0.15, 0.17, 0.11, 0.09, 0.05, 0.05]
}

2.
{
  "formula": "C30H59Cl19N2O3P",
  "method": "ωB97M-V with the def2-TZVPD basis set",
  "charge": -1,
  "energy_ev": -288406.6349,
  "gap_ha": 0.23453,
  "e_homo_ha": -0.1694,
  "lumo_ha": 0.065,
  "species": ["C", "C", "C", "C", "C", "C", "C", "C", "C", "C", "C", "C", "C", "C", "C", "C", "C", "O", "C", "C", "C", "C", "O", "P", "N", "N", "C", "C", "O", "C", "Cl", "H", "H", "H", "H", "H", "H", "H", "H", "H", "H", "H", "H", "H", "H", "H", "H", "H", "H", "H", "H", "H", "H", "H", "H", "H", "H", "H", "H", "H", "H", "H", "H", "H", "H", "H", "H", "H", "H", "H", "H", "H", "H", "H", "H", "H", "H", "H", "H", "H", "H", "H", "H", "H", "C", "Cl", "Cl", "Cl", "H", "C", "Cl", "Cl", "Cl", "H", "C", "Cl", "Cl", "Cl", "H", "C", "Cl", "Cl", "Cl", "H", "C", "Cl", "Cl", "Cl", "H", "C", "Cl", "Cl", "Cl", "H"],
  "xyz": [[4.283, -3.697, 1.100], [4.131, -2.256, 0.587], [4.902, -1.955, -0.714], [4.258, -0.848, -1.574], [5.135, 0.390, -1.854], [4.316, 1.645, -2.233], [4.092, 2.683, -1.122], [3.479, 2.174, 0.190], [2.812, 3.321, 0.964], [1.904, 2.921, 2.125], [2.576, 2.188, 3.293], [2.802, 0.674, 3.110], [2.137, -0.162, 4.212], [0.616, -0.243, 4.023], [0.207, -1.055, 2.776], [-0.307, -0.203, 1.600], [-1.589, -0.668, 0.902], [-1.596, -2.046, 0.575], [-0.516, -2.577, -0.164], [-0.410, -2.119, -1.623], [0.546, -0.949, -1.848], [0.942, -0.746, -3.309], [-1.745, 0.149, -0.196], [-3.417, 0.401, -0.674], [-2.863, 0.778, -2.350], [-3.258, 2.101, -0.072], [-4.480, 2.828, 0.221], [-4.929, 2.675, 1.683], [-3.888, -0.047, 0.981], [-2.851, -0.400, 1.773], [-3.326, -1.846, 2.797], [3.404, -3.998, 1.678], [5.163, -3.816, 1.736], [4.368, -4.396, 0.262], [3.066, -2.049, 0.425], [4.459, -1.559, 1.360], [4.970, -2.882, -1.290], [5.929, -1.679, -0.451], [3.351, -0.500, -1.080], [3.955, -1.277, -2.535], [5.789, 0.153, -2.699], [5.777, 0.591, -0.988], [3.345, 1.346, -2.642], [4.843, 2.156, -3.048], [5.042, 3.194, -0.919], [3.416, 3.450, -1.519], [4.251, 1.700, 0.808], [2.710, 1.427, -0.037], [2.191, 3.865, 0.240], [3.570, 4.036, 1.310], [1.094, 2.299, 1.731], [1.442, 3.830, 2.522], [1.951, 2.341, 4.180], [3.537, 2.667, 3.519], [2.413, 0.350, 2.139], [3.875, 0.465, 3.093], [2.368, 0.297, 5.182], [2.556, -1.175, 4.234], [0.234, 0.781, 3.946], [0.156, -0.666, 4.922], [-0.519, -1.823, 3.047], [1.096, -1.600, 2.430], [0.478, -0.111, 0.843], [-0.524, 0.818, 1.929], [0.441, -2.399, 0.350], [-0.683, -3.657, -0.140], [-0.041, -2.968, -2.218], [-1.411, -1.880, -1.994], [0.097, -0.029, -1.466], [1.445, -1.144, -1.252], [0.052, -0.796, -3.947], [1.632, -1.518, -3.667], [1.385, 0.240, -3.455], [-4.796, 0.606, -1.017], [-3.520, -0.973, -1.037], [-3.291, 1.634, -2.684], [-1.856, 0.890, -2.390], [-2.687, 2.623, -0.720], [-5.299, 2.547, -0.465], [-4.290, 3.897, 0.050], [-4.015, 2.627, 2.283], [-5.462, 1.738, 1.845], [-5.514, 3.534, 2.021], [-2.644, 0.370, 2.526], [-8.437, 5.073, 1.688], [-7.460, 4.763, 0.267], [-7.553, 6.030, 2.878], [-9.962, 5.871, 1.264], [-8.683, 4.122, 2.142], [6.879, -3.876, -3.972], [5.177, -4.204, -3.662], [7.195, -3.800, -5.709], [7.410, -2.395, -3.175], [7.457, -4.697, -3.569], [-13.358, 6.256, -0.455], [-13.582, 4.851, -1.494], [-14.489, 7.544, -0.881], [-13.514, 5.816, 1.245], [-12.355, 6.630, -0.613], [0.520, 3.336, -5.255], [2.039, 2.434, -5.272], [-0.635, 2.620, -4.139], [0.813, 5.036, -4.862], [0.101, 3.296, -6.251], [0.320, -5.913, 2.579], [1.402, -5.594, 1.221], [1.238, -6.098, 4.082], [-0.910, -4.672, 2.724], [-0.175, -6.852, 2.374], [-0.582, -8.539, -1.110], [-1.260, -7.124, -1.902], [1.168, -8.607, -1.308], [-1.023, -8.569, 0.603], [-1.003, -9.423, -1.569]],
  "forces_ev_per_angstrom": [[-0.1, 0.2, 0.0], [-0.1, -0.1, -0.1], [-0.1, 0.0, 0.2], [0.3, 0.2, 0.2], [-0.3, -0.2, -0.2], [0.3, 0.0, 0.1], [0.0, -0.1, -0.1], [-0.1, 0.2, 0.0], [0.0, 0.0, -0.2], [0.1, -0.1, 0.1], [0.0, 0.0, 0.0], [0.1, -0.1, 0.0], [-0.1, 0.1, -0.1], [0.1, 0.0, 0.1], [0.2, 0.1, -0.1], [0.1, -0.1, 0.2], [0.2, 0.1, 0.0], [0.1, 0.0, 0.1], [-0.1, 0.0, -0.2], [0.1, 0.0, -0.1], [0.1, 0.0, 0.0], [-0.3, -0.1, 0.0], [0.0, -0.2, -0.1], [0.1, -0.1, -0.5], [-0.1, -0.1, 0.2], [-0.2, 0.1, 0.1], [0.1, 0.3, 0.1], [0.4, -0.2, -0.1], [0.1, -0.3, 0.2], [-0.4, 0.3, -0.3], [0.0, -0.1, 0.2], [0.3, 0.1, 0.0], [0.0, 0.0, -0.1], [0.0, 0.0, 0.1], [0.1, -0.1, 0.0], [-0.1, 0.1, 0.1], [0.0, 0.1, 0.0], [0.0, -0.1, -0.1], [0.0, -0.1, 0.0], [-0.1, 0.1, 0.1], [0.2, 0.0, 0.2], [0.0, 0.1, 0.0], [0.0, -0.1, 0.1], [-0.1, 0.0, 0.0], [-0.1, 0.0, 0.1], [0.1, 0.0, -0.1], [-0.2, -0.1, -0.1], [0.1, 0.0, 0.0], [0.0, 0.0, 0.1], [0.0, -0.1, 0.0], [0.0, 0.1, 0.1], [0.0, 0.0, -0.1], [0.0, 0.0, 0.0], [-0.1, 0.1, 0.0], [0.0, 0.0, 0.0], [0.0, 0.0, 0.0], [0.0, -0.1, 0.0], [0.0, 0.0, -0.1], [-0.1, -0.1, 0.0], [0.1, 0.0, -0.1], [-0.1, 0.2, -0.1], [-0.1, -0.1, 0.1], [-0.1, 0.0, -0.1], [0.0, -0.1, 0.0], [0.0, 0.0, 0.0], [0.0, 0.1, 0.0], [0.0, 0.0, 0.1], [0.1, 0.0, 0.0], [0.0, -0.1, 0.0], [0.0, 0.1, 0.0], [0.1, 0.1, 0.0], [0.0, 0.1, 0.1], [0.1, -0.1, -0.1], [0.0, 0.1, 0.1], [0.1, 0.0, 0.1], [0.0, 0.1, 0.0], [0.0, 0.0, 0.1], [0.0, 0.0, 0.0], [-0.1, 0.0, 0.1], [0.0, -0.1, 0.0], [-0.1, 0.0, 0.1], [-0.1, 0.1, 0.0], [-0.1, -0.1, 0.0], [0.1, -0.1, 0.0], [0.1, 0.0, 0.0], [-0.1, 0.1, -0.1], [0.0, 0.0, 0.0], [0.0, 0.0, 0.0], [0.0, 0.0, 0.0], [0.0, 0.0, 0.0], [0.0, 0.0, -0.1], [0.0, 0.0, 0.0], [0.0, 0.0, 0.0], [0.0, 0.0, 0.0], [0.0, 0.0, 0.0], [0.0, 0.0, 0.0], [0.0, 0.0, 0.0], [-0.1, 0.0, 0.0], [0.0, 0.0, 0.0], [0.0, 0.0, 0.1], [0.0, 0.0, 0.0], [0.1, 0.0, -0.1], [0.0, 0.0, 0.0], [0.0, 0.0, 0.0], [-0.2, 0.0, 0.0], [-0.1, -0.1, 0.0], [0.0, 0.0, 0.0], [0.0, 0.0, 0.0], [0.1, 0.0, 0.1], [0.0, 0.1, 0.0], [0.0, 0.0, 0.0], [0.0, 0.0, 0.0], [-0.1, -0.1, 0.0], [0.0, 0.0, 0.0]],
  "lowdin_charge": [-0.12, -0.24, -0.23, -0.20, -0.20, -0.21, -0.21, -0.21, -0.21, -0.21, -0.20, -0.22, -0.22, -0.19, -0.18, -0.10, -0.58, -0.13, -0.21, -0.16, -0.26, -0.12, -0.23, 0.53, -0.16, -0.17, -0.39, -0.12, -0.32, -0.66, 0.58, 0.01, 0.07, 0.06, 0.09, 0.10, 0.04, 0.10, 0.07, 0.10, 0.08, 0.11, 0.08, 0.10, 0.11, 0.10, 0.11, 0.11, 0.11, 0.11, 0.10, 0.11, 0.10, 0.11, 0.09, 0.10, 0.10, 0.10, 0.10, 0.11, 0.05, 0.10, 0.10, 0.11, 0.10, 0.09, 0.11, 0.11, 0.09, 0.07, 0.07, 0.06, 0.01, 0.02, 0.02, -0.01, -0.05, 0.05, 0.07, 0.09, 0.06, 0.06, 0.02, 0.10, -1.55, 0.58, 0.52, 0.50, 0.02, -1.54, 0.56, 0.52, 0.57, 0.01, -1.57, 0.53, 0.52, 0.51, -0.01, -1.54, 0.54, 0.57, 0.51, 0.01, -1.55, 0.56, 0.52, 0.60, -0.07, -1.55, 0.55, 0.52, 0.55, 0.01]
}

Question: What is the formula in the first record?
Answer: C16H58F6N29O19S2